The following is a quantum chemistry calculation of the molecule C6H16N2, from the Open Molecules 2025 dataset.

Last column: Mulliken charge in e.
Cartesian coordinates (Å):
1 N -0.17 0.04 -3.00  -0.575
2 C 0.15 -1.00 -2.01  -0.472
3 C 1.01 -0.58 -0.83  -0.898
4 N 0.19 0.00 0.24  0.240
5 C 0.83 1.18 0.83  -0.520
6 C -0.09 2.06 1.67  -1.255
7 C -0.24 -1.03 1.17  -0.694
8 C -1.65 -0.83 1.75  -1.319
9 H 0.35 -0.03 -3.85  0.197
10 H -0.22 0.99 -2.69  0.186
11 H 0.60 -1.85 -2.51  0.412
12 H -0.85 -1.30 -1.67  0.211
13 H 1.73 0.17 -1.17  0.527
14 H 1.54 -1.47 -0.48  0.367
15 H 1.15 1.78 0.00  0.388
16 H 1.69 0.86 1.44  0.355
17 H -0.63 1.60 2.49  0.257
18 H 0.49 2.93 1.97  0.379
19 H -0.82 2.46 0.98  0.328
20 H 0.48 -1.17 1.98  0.371
21 H -0.20 -2.01 0.68  0.504
22 H -2.36 -0.46 1.03  0.305
23 H -1.98 -1.76 2.19  0.408
24 H -1.57 -0.11 2.57  0.299

## Properties
Kohn-Sham gap: 9.441 eV
molecular weight: 116.208 g mol⁻¹
SMILES: CCN(CC)CCN
max |F|: 1.5 eV/Å
relative energy (zero: lowest compared OMol25 entry of this formula, charge and spin): 112.7 kJ/mol

***

The following is a quantum chemistry calculation of a structure of composition C18H24MnN4O8P4S, from the Open Molecules 2025 dataset.

Last column: Mulliken charge in e.
Cartesian coordinates (Å):
1 Mn 0.50 0.99 1.16  0.573
2 S 3.73 -1.35 3.18  -0.384
3 C 4.08 -1.42 1.50  -0.485
4 C 3.12 -0.82 0.75  -0.509
5 C 2.02 -0.27 1.50  0.136
6 C 2.25 -0.50 2.83  0.306
7 C 1.31 -0.01 3.81  1.105
8 C 1.48 -0.04 5.19  -1.124
9 C 0.48 0.45 6.00  -0.262
10 C -0.67 0.97 5.42  -1.078
11 C -0.76 0.97 4.03  -0.155
12 N 0.20 0.50 3.24  0.481
13 H 4.99 -1.90 1.16  0.445
14 H 3.19 -0.75 -0.33  0.432
15 H 2.39 -0.45 5.61  0.366
16 H 0.59 0.45 7.08  0.382
17 H -1.48 1.38 6.01  0.361
18 H -1.62 1.38 3.53  0.453
19 O -0.90 2.98 1.95  -0.458
20 P 0.57 3.73 1.99  0.896
21 O 0.62 4.79 3.01  -0.891
22 O 1.55 2.59 1.95  -0.453
23 O 0.57 4.41 0.50  -0.460
24 P 0.13 3.57 -0.82  0.685
25 O -1.51 3.75 -0.71  -0.565
26 O 0.59 4.27 -2.04  -0.820
27 O 0.36 2.11 -0.58  -0.379
28 H -1.48 3.35 1.26  0.367
29 H -1.74 4.56 -1.17  0.257
30 C 2.12 -2.20 -2.89  -1.541
31 P 0.79 -1.65 -1.73  0.779
32 C 0.79 -3.08 -0.57  -1.199
33 C -0.67 -2.17 -2.76  -0.285
34 C -0.86 -1.36 -4.05  -1.154
35 P -0.40 0.43 -3.89  0.334
36 C -1.17 1.00 -5.48  -1.272
37 C -1.72 0.96 -2.73  -0.528
38 H 1.98 -3.23 -3.23  0.332
39 H 3.09 -2.13 -2.39  0.425
40 H 2.14 -1.53 -3.75  0.356
41 H 0.74 -4.04 -1.09  0.469
42 H -0.07 -2.99 0.10  0.221
43 H 1.69 -3.04 0.05  0.331
44 H -1.55 -2.07 -2.11  -0.414
45 H -0.58 -3.24 -3.00  0.621
46 H -1.90 -1.43 -4.38  0.593
47 H -0.24 -1.78 -4.84  0.383
48 H -2.24 0.75 -5.52  0.312
49 H -0.66 0.52 -6.32  0.387
50 H -1.05 2.08 -5.57  0.378
51 H -2.68 0.52 -2.99  0.561
52 H -1.79 2.05 -2.76  0.391
53 H -1.45 0.69 -1.71  -0.513
54 O -1.07 -0.30 0.59  -0.164
55 N -1.50 -1.12 1.45  -0.621
56 C -2.60 -1.79 1.10  0.564
57 C -3.13 -2.73 2.04  0.160
58 N -3.58 -3.50 2.77  -0.623
59 C -3.24 -1.66 -0.16  0.128
60 N -3.76 -1.59 -1.19  -0.637

## Properties
Kohn-Sham gap (spin up / spin down): 6.437 / 5.898 eV
total charge: -2
2S+1: 2
molecular weight: 635.311 g mol⁻¹
max |F|: 1.0 eV/Å
relative energy (zero: lowest compared OMol25 entry of this formula, charge and spin): 117.4 kJ/mol

***

- Among the records above, which one has the highest max |F|?
  C6H16N2